A structure of composition C4H10N2 in a non-equilibrium geometry, computed with ωB97M-V/def2-TZVPD.

Geometry (Å):
1 C -1.040 -0.106 1.067
2 C 0.063 0.063 -0.050
3 C 0.851 -1.131 -0.494
4 C 0.932 1.296 -0.054
5 N -2.099 -0.137 0.146
6 N -1.443 0.028 -1.153
7 H -0.935 -0.967 1.639
8 H -1.098 0.676 1.837
9 H 0.188 -2.028 -0.617
10 H 1.558 -1.589 0.158
11 H 1.332 -0.914 -1.469
12 H 1.395 1.503 -0.977
13 H 1.876 1.294 0.679
14 H 0.220 1.951 0.287
15 H -2.580 -0.983 0.102
16 H -1.555 1.016 -1.480

As for the spin multiplicity: 1. The net charge is 0. As for the energy relative to the best compared isomer or geometry (same formula, charge and spin): 88.91 kcal per mole. The value obtained for the max |F| is 4.3 eV/A. The HOMO energy comes out at -0.304 hartree. Its orbital gap is 9.25 eV. Its total energy is -267.78365 Eh.

A cluster of 2 separate species, C4H10N2 in total in a non-equilibrium geometry, computed with ωB97M-V/def2-TZVPD.

Geometry (Å):
1 C 1.840 -2.127 0.462
2 C 0.741 -2.421 -0.263
3 N 0.338 -1.785 -1.408
4 H 2.829 -1.909 0.068
5 H 1.903 -2.299 1.530
6 H 0.171 -3.310 0.010
7 H 0.517 -0.797 -1.455
8 H -0.606 -1.979 -1.699
9 C 0.226 2.049 0.709
10 N -0.820 1.570 0.186
11 C -2.044 2.366 0.354
12 H 1.007 1.331 0.891
13 H 0.323 3.038 1.163
14 H -2.465 2.311 1.349
15 H -1.789 3.407 0.096
16 H -2.733 2.154 -0.465

As for the spin multiplicity: 1. The net charge is 0. As for the energy relative to the best compared isomer or geometry (same formula, charge and spin): 68.44 kcal per mole. The value obtained for the max |F| is 2.6 eV/A. The HOMO energy comes out at -0.279 hartree. Its orbital gap is 8.66 eV. Its total energy is -267.81626 Eh.

An isolated molecule of C4H10N2 in a non-equilibrium geometry, computed with ωB97M-V/def2-TZVPD.

Geometry (Å):
1 C -0.503 0.926 0.942
2 C -1.094 -0.491 0.792
3 N -0.868 -1.050 -0.526
4 C 0.494 -0.825 -1.027
5 C 1.099 0.473 -0.753
6 N 0.886 0.997 0.603
7 H -0.647 1.313 1.985
8 H -1.096 1.543 0.218
9 H -2.157 -0.498 0.963
10 H -0.548 -1.229 1.400
11 H -1.592 -0.631 -1.168
12 H 0.556 -1.113 -2.114
13 H 1.111 -1.600 -0.453
14 H 0.731 1.298 -1.375
15 H 2.165 0.415 -0.975
16 H 1.379 0.369 1.253

As for the spin multiplicity: 1. The net charge is 0. As for the energy relative to the best compared isomer or geometry (same formula, charge and spin): 23.15 kcal per mole. The value obtained for the max |F| is 3.1 eV/A. The HOMO energy comes out at -0.303 hartree. Its orbital gap is 9.40 eV. Its total energy is -267.88844 Eh.

A cluster of 2 separate species, C4H10N2 in total in a non-equilibrium geometry, computed with ωB97M-V/def2-TZVPD.

Geometry (Å):
1 C -1.191 -0.614 1.662
2 C -2.818 0.992 1.491
3 N -2.206 0.166 0.757
4 H -0.444 -1.035 0.877
5 H -0.807 -0.126 2.497
6 H -1.779 -1.461 1.852
7 H -3.610 1.642 0.982
8 H -2.800 1.182 2.497
9 C 2.578 -0.806 -1.204
10 C 1.172 0.952 -2.011
11 N 1.961 0.525 -1.108
12 H 2.893 -1.100 -0.154
13 H 1.845 -1.587 -1.555
14 H 3.530 -0.944 -1.771
15 H 0.222 0.443 -2.097
16 H 1.455 1.771 -2.716

As for the spin multiplicity: 2. The net charge is +1. As for the energy relative to the best compared isomer or geometry (same formula, charge and spin): 124.32 kcal per mole. The value obtained for the max |F| is 5.7 eV/A. The HOMO energy (alpha / beta) comes out at -0.475 / -0.475 hartree. Its orbital gap (alpha / beta) is 6.14 / 5.00 eV. Its total energy is -267.45061 Eh.

A cluster of 2 separate species, C4H10N2O in total in a non-equilibrium geometry, computed with ωB97M-V/def2-TZVPD.

Geometry (Å):
1 C -1.170 0.764 0.647
2 C 0.032 0.586 -0.348
3 C 1.321 0.137 0.418
4 N -0.366 -0.375 -1.323
5 C -1.212 -1.560 -0.928
6 N 1.333 2.204 1.856
7 O -0.606 -2.644 -1.086
8 H -1.394 -0.174 1.152
9 H -2.030 1.009 -0.055
10 H -0.983 1.596 1.352
11 H 0.309 1.558 -0.948
12 H 1.259 -0.703 1.113
13 H 2.258 0.091 -0.155
14 H 1.523 1.023 1.009
15 H 0.377 -0.850 -1.797
16 H 1.610 2.116 2.882
17 H 1.317 3.123 1.668

As for the spin multiplicity: 2. The net charge is -1. As for the energy relative to the best compared isomer or geometry (same formula, charge and spin): 78.01 kcal per mole. The value obtained for the max |F| is 5.8 eV/A. The HOMO energy (alpha / beta) comes out at -0.078 / -0.077 hartree. Its orbital gap (alpha / beta) is 6.15 / 4.34 eV. Its total energy is -342.99827 Eh.

The ion C4H10N2O with charge -1 in a non-equilibrium geometry, computed with ωB97M-V/def2-TZVPD.

Geometry (Å):
1 N -0.419 1.773 -0.375
2 C -0.008 0.748 0.539
3 C -0.607 0.891 1.947
4 C -0.358 -0.609 -0.077
5 N 0.746 -1.340 -0.468
6 C 1.873 -0.710 -1.196
7 O -1.487 -1.007 -0.308
8 H 0.249 2.450 -0.677
9 H -1.297 1.722 -0.852
10 H 1.073 0.750 0.677
11 H -1.687 0.757 1.832
12 H -0.086 0.220 2.625
13 H -0.502 1.958 2.158
14 H 0.445 -2.235 -0.801
15 H 2.703 -0.419 -0.546
16 H 1.513 0.204 -1.670
17 H 2.195 -1.435 -1.943

As for the spin multiplicity: 2. The net charge is -1. As for the energy relative to the best compared isomer or geometry (same formula, charge and spin): 8.23 kcal per mole. The value obtained for the max |F| is 1.6 eV/A. The HOMO energy (alpha / beta) comes out at 0.045 / -0.195 hartree. Its orbital gap (alpha / beta) is 2.89 / 9.28 eV. Its total energy is -343.10947 Eh.

An isolated molecule of C4H10N2O in a non-equilibrium geometry, computed with ωB97M-V/def2-TZVPD.

Geometry (Å):
1 N -1.145 -0.032 -2.472
2 C -0.792 1.400 -2.061
3 C 0.260 1.128 -1.015
4 N -0.071 0.542 0.410
5 C 0.884 -0.324 0.909
6 C 0.276 -1.389 1.919
7 O 0.856 -1.563 2.957
8 H -1.709 -0.532 -1.738
9 H -1.921 0.105 -3.190
10 H -0.551 2.008 -2.959
11 H -1.698 1.722 -1.545
12 H 1.020 0.499 -1.388
13 H 0.876 2.068 -0.843
14 H -0.498 1.203 1.040
15 H 1.763 0.092 1.236
16 H 1.099 -0.997 0.071
17 H -0.483 -2.128 1.583

As for the spin multiplicity: 1. The net charge is 0. As for the energy relative to the best compared isomer or geometry (same formula, charge and spin): 77.76 kcal per mole. The value obtained for the max |F| is 4.9 eV/A. The HOMO energy comes out at -0.326 hartree. Its orbital gap is 9.82 eV. Its total energy is -343.07755 Eh.

A cluster of 2 separate species, C4H10N2O in total in a non-equilibrium geometry, computed with ωB97M-V/def2-TZVPD.

Geometry (Å):
1 C 1.620 0.342 -0.898
2 C 0.688 -0.697 -0.401
3 C 0.492 -0.689 1.409
4 N 0.202 -1.619 -1.085
5 H 2.631 0.108 -0.561
6 H 1.353 1.322 -0.510
7 H 1.602 0.365 -1.989
8 H 1.530 -1.016 1.503
9 H 0.461 0.068 2.186
10 H -0.166 -1.515 1.661
11 H -0.449 -2.244 -0.608
12 C -1.955 0.714 -0.343
13 N -1.017 0.970 0.764
14 O -0.371 2.012 0.648
15 H -2.039 -0.361 -0.495
16 H -2.925 1.065 0.006
17 H -1.657 1.174 -1.287

As for the spin multiplicity: 1. The net charge is 0. As for the energy relative to the best compared isomer or geometry (same formula, charge and spin): 135.02 kcal per mole. The value obtained for the max |F| is 3.8 eV/A. The HOMO energy (alpha / beta) comes out at -0.325 / -0.325 hartree. Its orbital gap (alpha / beta) is 8.71 / 8.71 eV. Its total energy is -342.98629 Eh.

Which value of net charge does entry 5 give? -1

Which of these has the lowest energy relative to the best compared isomer or geometry (same formula, charge and spin)? number 6

Look up the net charge of the sixth one. -1

Look up the max |F| of the third one. 3.1 eV/A